1.
The following is a DFT calculation (ωB97M-V/def2-TZVPD) of 3 unconnected molecules or ions with the total composition C4H8O2 in a non-equilibrium geometry.

## Properties
**ΔE to the lowest compared entry with this formula, charge and spin**: 55.9 kcal per mole
**Multiplicity**: 1
**HOMO energy**: -10.090 eV
**Strongest force on any atom**: 1.9 eV/Å

Last column: Löwdin charge in e.
CARTESIAN COORDINATES (ANGSTROEM)
C 0.550 -1.556 -0.819  -0.16
C -0.195 -0.309 -1.283  -0.19
O -1.472 -0.136 1.084  -0.03
C -0.984 0.714 1.782  -0.24
C 0.765 1.950 0.607  0.04
O 1.731 2.538 0.574  0.13
H 0.097 -1.970 0.088  0.06
H 1.599 -1.328 -0.597  0.06
H 0.535 -2.331 -1.591  0.06
H 0.133 0.028 -2.268  0.07
H -1.277 -0.471 -1.302  0.07
H -0.114 0.518 2.439  0.09
H -1.385 1.743 1.837  0.08
H 0.015 0.530 -0.615  -0.03

=====

2.
The following is a DFT calculation (ωB97M-V/def2-TZVPD) of C4H8O2 in the gas phase in a non-equilibrium geometry.

## Properties
**ΔE to the lowest compared entry with this formula, charge and spin**: 36.6 kcal per mole
**SMILES**: C[C@H](C=O)CO
**Multiplicity**: 1
**HOMO energy**: -9.816 eV
**Strongest force on any atom**: 1.3 eV/Å

Last column: Löwdin charge in e.
CARTESIAN COORDINATES (ANGSTROEM)
C -1.078 -0.926 0.575  -0.06
C -0.191 0.188 0.016  -0.32
C -0.934 1.130 -0.905  -0.23
O -2.135 1.257 -0.934  0.06
C 1.245 -0.152 -0.398  -0.22
O 2.096 0.462 0.582  -0.09
H -1.949 -0.479 1.063  0.08
H -0.528 -1.517 1.315  0.08
H -1.460 -1.619 -0.187  0.09
H 0.174 0.853 0.832  0.15
H -0.280 1.779 -1.530  0.13
H 1.436 -1.230 -0.471  0.12
H 1.528 0.318 -1.346  0.12
H 2.076 -0.066 1.388  0.09